The following is a quantum chemistry calculation of the molecule C2FN3 in a non-equilibrium geometry, from OMol25.

For the HOMO-LUMO gap, the calculation gives 10.7 eV. The HOMO energy is -10.757 eV. The electronic energy is -340.1946 Ha. The LUMO energy comes out at -0.0021 Eh. The relative energy (zero: lowest compared OMol25 entry of this formula, charge and spin) is 1.382 eV.

Last column: natural (NBO) charge in e.
Atoms and positions in Å:
1 N -1.53930 -1.15254 -1.48915  -0.299
2 C -0.68097 -0.76844 -0.83621  0.367
3 N 0.35224 -0.49982 -0.05431  -0.388
4 N 1.25654 0.82048 -0.23406  -0.190
5 C 0.52406 0.60183 0.73913  0.735
6 F 0.08743 0.99850 1.87461  -0.224

***

The following is a quantum chemistry calculation of the molecule C2FNO2 in a non-equilibrium geometry, from OMol25.

For the HOMO-LUMO gap, the calculation gives 10.3 eV. The HOMO energy is -10.738 eV. The electronic energy is -381.1561 Ha. The LUMO energy comes out at -0.0146 Eh. The relative energy (zero: lowest compared OMol25 entry of this formula, charge and spin) is 4.758 eV.

Last column: natural (NBO) charge in e.
Atoms and positions in Å:
1 C 0.30324 -0.85848 -0.73425  0.834
2 C -0.43991 1.21199 1.05707  0.605
3 N 0.30626 -0.97203 0.47312  -0.346
4 O -0.03690 0.12040 1.36864  -0.310
5 O 0.37318 -0.94120 -1.86411  -0.420
6 F -0.50587 1.43933 -0.30048  -0.362

***

The following is a quantum chemistry calculation of the molecule C2FNO2 in a non-equilibrium geometry, from OMol25.

For the HOMO-LUMO gap, the calculation gives 12.2 eV. The HOMO energy is -11.833 eV. The electronic energy is -381.3309 Ha. The LUMO energy comes out at 0.0129 Eh. The relative energy (zero: lowest compared OMol25 entry of this formula, charge and spin) is 0.000 eV.

Last column: natural (NBO) charge in e.
Atoms and positions in Å:
1 O -1.52896 0.72221 -1.82910  -0.443
2 C -0.80613 0.43158 -0.99165  0.933
3 N 0.03031 0.33161 -0.13273  -0.640
4 C 0.60671 -0.45083 0.79911  0.971
5 O 0.37679 -1.55028 1.14240  -0.511
6 F 1.57838 0.30021 1.31226  -0.310

***

The following is a quantum chemistry calculation of C2FNO2 as an isolated structure in a non-equilibrium geometry, from OMol25.

For the HOMO-LUMO gap (spin up / spin down), the calculation gives 9.4 / 7.6 eV. The multiplicity is 3. The HOMO energy (spin up / spin down) is -8.990 / -10.711 eV. The electronic energy is -381.0978 Ha. The LUMO energy (spin up / spin down) comes out at 0.0169 / -0.1127 Eh. The relative energy (zero: lowest compared OMol25 entry of this formula, charge and spin) is 0.000 eV.

Last column: natural (NBO) charge in e.
Atoms and positions in Å:
1 C -0.40374 0.86146 -0.82398  0.673
2 C 0.52572 -0.92142 1.00184  0.866
3 N 0.80610 0.78894 -0.97447  -0.349
4 O 1.16581 -0.09091 0.48621  -0.444
5 O -1.47502 0.86890 -0.38314  -0.462
6 F -0.61885 -1.50697 0.69354  -0.285

***

The following is a quantum chemistry calculation of an isolated ion of composition C2FO4S and charge -1 in a non-equilibrium geometry, from OMol25.

For the HOMO-LUMO gap, the calculation gives 8.1 eV. The HOMO energy is -4.255 eV. The electronic energy is -875.2184 Ha. The charge is -1. The LUMO energy comes out at 0.1410 Eh. The relative energy (zero: lowest compared OMol25 entry of this formula, charge and spin) is 1.339 eV.

Last column: natural (NBO) charge in e.
Atoms and positions in Å:
1 C -1.20704 -0.93978 0.29484  0.810
2 C 0.09295 -0.26490 -0.41508  0.186
3 O -0.03210 -1.46722 0.56665  -0.501
4 O -2.36863 -0.93264 0.44036  -0.550
5 O 0.49617 1.34399 1.44702  -1.030
6 O 1.27532 1.98251 -0.88783  -1.021
7 F 0.39568 -0.70616 -1.71039  -0.363
8 S 1.34765 0.98419 0.26442  1.469

***

The following is a quantum chemistry calculation of C2H10AlOP as an isolated structure in a non-equilibrium geometry, from OMol25.

For the HOMO-LUMO gap, the calculation gives 5.4 eV. The HOMO energy is -19.257 eV. The electronic energy is -740.2826 Ha. The charge is +2. The LUMO energy comes out at -0.5080 Eh.

Last column: natural (NBO) charge in e.
Atoms and positions in Å:
1 C -1.64109 -0.75752 0.79320  -0.656
2 C -0.92865 -0.86720 -0.52640  -0.098
3 O 0.53047 -0.49710 -0.41249  -1.099
4 P 1.25168 1.27136 -0.20442  0.345
5 H -1.60698 0.25564 1.21996  0.241
6 H -2.70297 -0.99312 0.62962  0.297
7 H -1.18913 -1.44256 1.53128  0.216
8 H -0.95144 -1.90944 -0.88396  0.217
9 H -1.39379 -0.25919 -1.31362  0.257
10 H 2.36972 0.07149 -0.50805  -0.085
11 H 1.44011 1.58040 -1.61530  0.164
12 H -0.03528 1.90128 -0.15827  0.177
13 H 1.09698 0.85106 1.21457  0.067
14 H 2.10124 2.32160 0.15868  0.036
15 Al 1.65912 -1.52669 0.07521  1.922

***

The following is a quantum chemistry calculation of C2H10BClCoCrN2O8 as an isolated structure in a non-equilibrium geometry, from OMol25.

For the HOMO-LUMO gap (spin up / spin down), the calculation gives 7.2 / 8.8 eV. The multiplicity is 8. The HOMO energy (spin up / spin down) is -17.726 / -17.637 eV. The electronic energy is -3704.6500 Ha. The charge is +2. The LUMO energy (spin up / spin down) comes out at -0.3877 / -0.3246 Eh. The relative energy (zero: lowest compared OMol25 entry of this formula, charge and spin) is 0.000 eV.

Last column: natural (NBO) charge in e.
Atoms and positions in Å:
1 Cr -1.65477 -1.72446 -0.44693  1.764
2 Co 1.12908 3.04600 2.45668  1.599
3 Cl 1.04274 0.52282 -0.16226  2.594
4 O 0.80270 1.17908 -1.40962  -0.776
5 O 1.29997 1.55481 0.79913  -0.939
6 O -0.12943 -0.25615 0.27574  -0.974
7 O 2.08529 -0.42818 -0.23900  -0.763
8 B -0.91369 3.49040 2.71146  -0.845
9 H -0.58920 3.00490 1.72953  0.007
10 H -0.18142 4.31781 3.02055  0.003
11 H -1.93282 3.98135 2.56753  0.137
12 H -0.92699 2.71288 3.56853  0.057
13 C -1.06452 0.86138 -4.15537  -0.490
14 N -2.04007 -0.01455 -3.43610  0.575
15 O -3.17483 0.02364 -3.80104  -0.205
16 O -1.67074 -0.72350 -2.49324  -0.602
17 H -0.61920 1.65309 -3.56025  0.274
18 H -1.63410 1.30338 -4.96856  0.266
19 H -0.32584 0.21253 -4.62376  0.263
20 C 2.13171 -3.64203 1.63093  -0.489
21 N 0.71590 -3.32048 1.90353  0.566
22 O 0.24141 -3.45908 2.98391  -0.230
23 O 0.06047 -3.04904 0.87611  -0.571
24 H 2.56670 -3.82615 2.61090  0.255
25 H 2.62927 -2.84442 1.08880  0.261
26 H 2.15236 -4.57604 1.07280  0.267

***

The following is a quantum chemistry calculation of a 2-piece molecular cluster, C2H10N2O overall in a non-equilibrium geometry, from OMol25.

For the HOMO-LUMO gap, the calculation gives 10.6 eV. The HOMO energy is -9.686 eV. The electronic energy is -266.8762 Ha. The LUMO energy comes out at 0.0341 Eh. The relative energy (zero: lowest compared OMol25 entry of this formula, charge and spin) is 1.852 eV.

Last column: natural (NBO) charge in e.
Atoms and positions in Å:
1 N 2.48174 0.39800 0.46709  -0.835
2 C 1.65842 0.80670 -0.66739  -0.061
3 N 0.29960 0.23634 -0.66241  -0.833
4 H 3.19746 1.05047 0.57512  0.356
5 H 2.88347 -0.43357 0.14818  0.340
6 H 2.16043 0.62958 -1.63379  0.159
7 H 1.70343 1.97516 -0.68558  0.163
8 H -0.26841 0.40491 0.14921  0.376
9 H 0.66335 -0.71812 -0.39984  0.335
10 C -2.51130 -0.64518 0.02381  -0.273
11 O -2.07561 -0.36487 1.46585  -0.751
12 H -1.76568 -1.40428 -0.33239  0.187
13 H -2.44244 0.32002 -0.47714  0.201
14 H -3.57718 -0.99943 0.11592  0.178
15 H -2.40729 -1.25573 1.91336  0.460

***

The following is a quantum chemistry calculation of a 2-piece molecular cluster, C2H10N2O overall in a non-equilibrium geometry, from OMol25.

For the HOMO-LUMO gap, the calculation gives 10.2 eV. The HOMO energy is -9.236 eV. The electronic energy is -266.9091 Ha. The LUMO energy comes out at 0.0339 Eh. The relative energy (zero: lowest compared OMol25 entry of this formula, charge and spin) is 0.957 eV.

Last column: natural (NBO) charge in e.
Atoms and positions in Å:
1 N -0.95460 0.70123 0.94544  -0.824
2 C -2.11932 0.57794 0.08479  -0.046
3 N -1.73175 0.29694 -1.30776  -0.858
4 H -0.81692 -0.20365 1.40767  0.358
5 H -0.13559 0.66173 0.33211  0.355
6 H -2.75534 -0.25735 0.39019  0.164
7 H -2.75696 1.46513 0.12738  0.143
8 H -1.15761 1.05005 -1.66233  0.349
9 H -2.55354 0.19647 -1.88883  0.359
10 C 2.51809 -0.70519 -0.11505  -0.250
11 O 2.13121 -0.39562 1.22434  -0.734
12 H 1.62352 -0.67506 -0.72867  0.177
13 H 3.24413 0.03395 -0.45640  0.169
14 H 2.98080 -1.68662 -0.17330  0.169
15 H 2.48388 -1.05995 1.82040  0.470

***

The following is a quantum chemistry calculation of a 2-piece molecular cluster, C2H10N2O overall in a non-equilibrium geometry, from OMol25.

For the HOMO-LUMO gap, the calculation gives 9.4 eV. The HOMO energy is -8.703 eV. The electronic energy is -266.9150 Ha. The LUMO energy comes out at 0.0266 Eh. The relative energy (zero: lowest compared OMol25 entry of this formula, charge and spin) is 0.795 eV.

Last column: natural (NBO) charge in e.
Atoms and positions in Å:
1 C 0.68370 -1.10840 0.63609  -0.419
2 N 1.13734 -0.42514 -0.56611  -0.651
3 C 0.74079 0.94493 -0.86184  -0.048
4 N 1.07376 1.95210 0.12360  -0.830
5 H 1.31826 -1.98526 0.71074  0.208
6 H -0.38666 -1.36377 0.55543  0.156
7 H 0.73521 -0.48113 1.52051  0.192
8 H 0.94111 -0.97097 -1.38869  0.357
9 H 1.24677 1.20017 -1.79241  0.181
10 H -0.33790 0.96792 -1.11118  0.141
11 H 2.03830 1.73846 0.37504  0.358
12 H 0.49854 1.92749 0.94611  0.353
13 O -3.44446 -0.83411 0.04812  -0.963
14 H -3.05029 0.01526 0.24688  0.483
15 H -3.19447 -1.57754 0.55770  0.480

***

The following is a quantum chemistry calculation of a 2-piece molecular cluster, C2H10N2O overall in a non-equilibrium geometry, from OMol25.

For the HOMO-LUMO gap, the calculation gives 9.5 eV. The HOMO energy is -8.814 eV. The electronic energy is -266.9149 Ha. The LUMO energy comes out at 0.0244 Eh. The relative energy (zero: lowest compared OMol25 entry of this formula, charge and spin) is 0.799 eV.

Last column: natural (NBO) charge in e.
Atoms and positions in Å:
1 N 1.48389 -0.86422 -0.78715  -0.824
2 C 2.09863 -0.45970 0.48584  -0.047
3 N 1.08751 -0.21958 1.49439  -0.884
4 H 0.83052 -1.58340 -0.47104  0.347
5 H 0.94154 -0.07126 -1.11764  0.360
6 H 2.77842 -1.23538 0.85015  0.163
7 H 2.77897 0.37374 0.24889  0.143
8 H 0.26908 0.23639 1.10750  0.377
9 H 1.44721 0.18576 2.34107  0.361
10 C -2.56721 0.38243 -0.70523  -0.251
11 O -1.20498 0.78798 -0.60711  -0.739
12 H -2.64766 -0.59564 -0.23450  0.185
13 H -3.23708 1.10199 -0.24277  0.171
14 H -2.85816 0.21127 -1.74501  0.168
15 H -1.20067 1.74962 -0.61740  0.471

***

The following is a quantum chemistry calculation of a 2-piece molecular cluster, C2H10N2S overall in a non-equilibrium geometry, from OMol25.

For the HOMO-LUMO gap, the calculation gives 10.0 eV. The HOMO energy is -9.157 eV. The electronic energy is -589.8661 Ha. The LUMO energy comes out at 0.0294 Eh. The relative energy (zero: lowest compared OMol25 entry of this formula, charge and spin) is 0.565 eV.

Last column: natural (NBO) charge in e.
Atoms and positions in Å:
1 N 1.35443 -0.79653 -1.98649  -0.834
2 C 1.20622 -0.55029 -0.55949  -0.035
3 N 2.51666 -0.38321 0.05535  -0.846
4 H 2.04052 -0.14741 -2.32016  0.355
5 H 0.47169 -0.58420 -2.39607  0.358
6 H 0.61637 0.35466 -0.35468  0.133
7 H 0.62140 -1.35760 -0.09996  0.148
8 H 2.44473 -0.49803 1.05611  0.361
9 H 3.11815 -1.09624 -0.34133  0.359
10 C -2.53841 0.79095 1.64451  -0.719
11 S -2.81674 0.50728 -0.14560  -0.053
12 H -3.43392 0.70601 2.24018  0.227
13 H -1.78478 0.08017 1.97478  0.211
14 H -2.08092 1.77085 1.74836  0.220
15 H -1.73542 1.20359 -0.51550  0.115

***

- The highest electronic energy belongs to which entry?
  number 8

***

- Which formula does entry 8 have?
  C2H10N2O